1.
A structure of composition C30H58AsBN6OPRe, computed with the ωB97M-V functional and the def2-TZVPD basis.

The expectation value of S² is 0.76. The calculation puts the LUMO energy (alpha / beta) at -10.6 / -10.2 eV. The value obtained for the strongest force on any atom is 0.01887 hartree/bohr. Its spin multiplicity is 2. For the gap between HOMO and LUMO (alpha / beta), the calculation gives 6.25 / 6.74 eV. As for the total charge: +3. Its molar mass is 821.8 g mol⁻¹. The value obtained for the total energy is -115951.234 eV.

Geometry as XYZ:
```
99
C30H58AsBN6OPRe the ωB97M-V functional and the def2-TZVPD basis
H 0.4340 2.1883 3.3859
H 0.1320 3.2275 -4.2329
C -2.0014 -2.5573 -0.2790
H 0.6722 -2.9841 0.1311
N 0.0188 2.3723 -0.0835
C -1.7163 1.1547 4.7246
H -4.1870 -2.9987 2.3757
C 0.2767 2.8583 -3.2152
C 0.1337 4.0047 -2.2358
H 3.1796 1.6495 -1.9725
C 3.4524 0.9152 -2.7266
P -2.4667 0.4492 -1.7007
N 0.0895 2.7123 1.2526
H 0.1342 0.6285 -4.8955
H -2.5532 0.8277 5.3368
H -2.0393 4.3623 -2.2047
H 4.1974 0.2300 -2.3298
H 2.9067 2.4230 3.6531
C 2.3282 -1.8872 -3.5856
H 1.3248 5.8146 -1.8499
C 2.6837 -2.3163 0.4178
Re -0.2693 0.2939 -0.3915
C 0.1780 4.0252 1.4223
H 4.2249 -3.0775 -0.9045
C -1.7247 0.4183 3.4321
C -2.4558 -2.4088 1.1899
H 1.4109 -2.4631 -3.6856
C 0.2531 4.7049 2.7525
O 0.6799 0.0469 -2.0319
H -1.2956 -3.3734 -0.3880
H 3.9558 -1.3255 -1.0541
C 1.2199 0.5913 -4.9106
C 3.1427 -0.5784 2.1890
N -1.2497 -0.0823 1.3284
C 2.3851 -1.0124 1.1241
H 0.2786 5.6522 -0.0303
N 1.3463 -0.1137 0.9266
H 2.8667 -1.8994 -4.5356
H -1.6448 -0.3809 -3.8022
C -1.1258 4.8464 -2.5206
H 3.1399 -4.3502 0.9914
H 1.2872 2.4667 -3.1387
H 1.2884 -2.0565 -1.2509
As 1.9055 -0.0643 -3.2558
H 1.1882 4.4730 3.2652
H -1.9650 -4.4753 1.6084
H -3.3825 -0.6831 -3.6070
C 4.0011 -2.1603 -0.3547
H -0.6301 -3.3586 1.9597
H -1.7892 2.2308 4.5722
C 2.8751 -3.4114 1.4835
C -2.4226 -0.7515 3.1054
H -0.5668 4.4071 3.4058
C -3.9705 -2.6732 1.3577
H -4.0641 1.7124 -2.8863
H -3.0757 -1.3027 3.7645
C 2.9145 1.3595 3.8924
H 2.2402 1.2024 4.7361
H -2.4587 2.3564 -3.2379
H -2.8314 -2.7742 -0.9498
H -4.8055 0.1380 -1.3570
B 0.2476 1.6750 2.3288
H -0.7962 0.9553 5.2783
H 3.6722 -3.1691 2.1847
H 4.8342 -1.9739 0.3237
H 1.5492 -0.0958 -5.6894
H 1.9563 -3.5729 2.0532
H 3.8594 1.4158 -3.6054
N 1.4414 0.7878 1.9636
C 2.5132 0.5362 2.7140
H 2.9564 -2.3014 -2.8109
C 1.5473 -2.7776 -0.4803
H -2.0131 -3.4714 3.0577
H 1.6206 1.5812 -5.1059
H -1.4942 -1.6528 -0.6780
H -1.0682 5.8019 -1.9999
H 2.2931 4.3921 -2.2573
H -3.8847 -1.0538 -0.4438
C 0.2010 4.5975 0.1731
H -4.2812 -3.4810 0.6934
H -4.5910 -1.8010 1.1620
H 1.3640 5.2359 -3.5078
C 1.3548 4.9163 -2.4632
H -4.0027 0.6101 0.1555
C 0.1117 3.5896 -0.7642
H 1.8203 -3.7109 -0.9784
C -2.4156 -0.6997 -3.1019
C -3.0964 1.9699 -2.4532
H -2.1973 -1.7161 -2.7837
H -1.1954 5.0598 -3.5902
H 0.2055 5.7814 2.6084
H 4.0347 -1.0418 2.5816
H 3.9171 1.0814 4.2067
C -3.9225 -0.0146 -0.7357
C -2.0944 -1.0774 1.8191
H -0.4176 2.0459 -3.0394
H -3.2511 2.7287 -1.6911
N -1.0138 0.7855 2.3729
C -1.7148 -3.4911 2.0101
```

---

2.
A cluster of 9 separate species, C4H28N3O8 in total in a non-equilibrium geometry, computed with the ωB97M-V functional and the def2-TZVPD basis.

The energy above the lowest of the compared OMol25 structures with the same formula, charge and spin is 256.03 kJ/mol. The calculation puts the LUMO energy at -2.7 eV. The value obtained for the strongest force on any atom is 0.04573 hartree/bohr. For the gap between HOMO and LUMO, the calculation gives 9.59 eV. As for the total charge: +1. Its molar mass is 246.3 g mol⁻¹. The value obtained for the total energy is -25446.559 eV.

Geometry as XYZ:
```
43
C4H28N3O8 the ωB97M-V functional and the def2-TZVPD basis
H 2.1622 0.2349 -2.4186
O -2.8878 -0.3291 -4.9348
N -0.2648 -1.5341 0.0817
O -3.6528 -1.7915 -0.1638
H 2.2559 2.0616 2.8817
H -0.6588 -3.0780 -1.0868
C 0.0032 -0.1483 0.3510
H 0.4254 -0.5284 2.4082
N 3.3505 -0.1380 0.8747
H -0.8030 0.5093 0.6905
H 3.0834 3.1599 2.3462
O 2.7602 3.2992 0.2933
O -2.5148 -0.9703 2.1180
C 0.9818 -0.2141 1.5396
H -2.4112 -1.8081 1.6483
O 2.3084 -0.4720 -1.7839
H -3.4030 -1.1295 -4.8011
N -0.7590 -1.0923 -2.0828
H -1.0825 -0.1878 -1.7896
H 3.3773 3.1960 -0.4400
H -4.5833 -2.0106 -0.0220
H -2.9110 1.3410 -1.9669
H -3.8392 0.4480 -2.7847
O -3.2986 0.4593 -1.9843
H 1.4916 -0.9816 -1.6930
H 2.5061 -1.4487 2.3695
H -1.9633 -0.4504 -4.7229
C 2.2570 -1.0169 1.4012
H 4.2476 -0.5885 0.7250
H 1.2793 0.8370 1.5886
H -1.0861 0.7025 2.8250
H 3.3230 0.6158 1.5800
H 3.0437 0.3063 0.0015
H 2.1299 -1.9052 0.7785
H 0.3679 0.4528 -0.4941
H -0.9400 1.8810 3.8351
H -3.7359 -1.2219 -0.9475
H -1.1773 -1.3485 -2.9586
C -0.6268 -1.9996 -1.0452
O -0.6151 1.5274 3.0032
H -3.4748 -0.9024 2.0469
H 2.1456 3.9833 0.0032
O 3.1889 2.2807 2.7298
```

---

3.
A structure of composition C10H18BBrF2NbO9 in a non-equilibrium geometry, computed with the ωB97M-V functional and the def2-TZVPD basis.

The calculation puts the LUMO energy at 1.6 eV. The value obtained for the strongest force on any atom is 0.17015 hartree/bohr. For the gap between HOMO and LUMO, the calculation gives 5.42 eV. As for the total charge: -1. Its molar mass is 503.9 g mol⁻¹. The value obtained for the total energy is -106784.164 eV.

Geometry as XYZ:
```
42
C10H18BBrF2NbO9 the ωB97M-V functional and the def2-TZVPD basis
H -2.6119 -1.2517 -3.6741
C -0.4699 1.9578 0.9537
O 3.0501 3.8005 1.0143
C 2.2936 -1.6280 -1.8701
F -1.1370 3.8356 -0.2774
H -0.3527 -2.2992 -4.2039
O 3.4701 4.6612 3.0913
Nb -1.4624 -2.3381 -2.7474
O 0.0230 -5.1678 -2.2302
C 2.7873 4.5544 4.3243
O -5.3822 -2.5012 -2.0060
B -0.0052 -3.7523 -1.7156
H 3.2950 -2.2451 -1.8558
H 0.5396 2.2560 0.6515
H 1.7407 -1.6159 -2.8993
H 2.6874 2.3822 4.5003
H 3.4884 4.5690 5.1632
O -1.6446 1.7741 -0.9898
Br -4.3251 -5.1643 -1.2907
H -2.3547 -3.7613 -3.4568
O -0.6602 0.5876 0.6634
O -1.5298 -0.4998 -1.1510
H -3.2617 -1.2522 -0.7106
H -2.5031 2.6840 0.6409
C 2.0868 3.2452 4.1935
H 2.6198 -0.4977 -1.6664
C -2.9623 -2.3678 -1.0090
H -0.5876 2.1520 2.0232
H 0.9813 -5.2750 -2.5510
H 2.0952 5.3965 4.4300
C -1.2965 0.5336 -0.5464
O 1.8032 3.1594 2.8155
C -1.5327 2.6116 0.1384
F 0.9160 3.2551 4.8694
C 1.3813 -2.0733 -0.5835
H 0.4988 -1.3038 -0.3489
H 2.0990 -1.9854 0.3674
C -4.3245 -3.1625 -1.4869
H -0.6686 -0.8373 -2.1277
O 0.9030 -3.4607 -0.5961
C 2.7935 3.8688 2.2049
H -2.4807 -2.8444 -0.0510
```

---

4.
A structure of composition C30H43O3S2SeV, computed with the ωB97M-V functional and the def2-TZVPD basis.

The expectation value of S² is 2.02. The calculation puts the LUMO energy (alpha / beta) at -0.4 / 0.2 eV. The value obtained for the strongest force on any atom is 0.01633 hartree/bohr. Its spin multiplicity is 3. For the gap between HOMO and LUMO (alpha / beta), the calculation gives 7.86 / 8.48 eV. As for the total charge: 0. Its molar mass is 645.7 g mol⁻¹. The value obtained for the total energy is -150657.449 eV.

Geometry as XYZ:
```
80
C30H43O3S2SeV the ωB97M-V functional and the def2-TZVPD basis
C 0.9033 2.3038 4.3453
H 3.7539 -3.4642 -2.5511
C -4.4266 4.0091 0.6714
C -1.0046 3.8712 4.3258
H -1.8963 3.6788 -1.6738
H -4.9355 1.6962 -0.7070
C -3.4581 3.2289 -0.2283
O 1.4853 -2.0487 1.3465
H 4.0687 -0.0408 -0.9892
C 1.1332 -1.9346 0.0642
C -0.6410 -1.6250 -1.5991
H -1.9590 -0.3991 -3.7688
H 0.0497 -2.6659 -5.9241
H 0.3655 1.5911 4.9672
C 4.0981 -2.2328 0.6515
C -0.8601 2.2480 2.4337
C 3.6032 -2.1578 -0.7972
C -4.2808 2.4042 -1.2186
H 1.3863 -2.9318 -4.8037
H 1.4079 3.0167 5.0009
V 0.3298 -1.7209 2.7924
H 1.4132 4.6922 3.3060
C 0.5414 -4.3259 4.0110
C 2.0887 -1.9593 -0.9756
C -0.0375 3.0876 3.4236
H -0.4380 4.4882 5.0258
H -1.8410 -1.1900 -5.3394
C -0.1056 -1.4990 -4.1006
H -0.0871 -4.8084 0.8323
H 3.4907 -4.3185 -1.0285
H -5.0533 3.3260 1.2470
H -1.7728 4.0135 1.6984
H 1.6961 -0.3825 -4.6387
C -1.6364 0.2503 1.3225
H 5.4243 -1.1205 -1.3381
C -2.5931 4.2146 -1.0269
H -1.6971 -1.4974 -1.7951
O 0.0128 0.0896 3.0201
C -1.6107 -1.2996 -4.2787
C -2.5554 2.3523 0.6359
S 1.3212 -5.6373 4.5582
C 0.2800 -1.6502 -2.6314
H -3.1134 0.4468 -0.2013
C -0.8116 0.8479 2.2860
H -2.1780 -2.1532 -3.9032
C 0.8269 4.0745 2.6226
C -0.2145 -1.7578 -0.2865
H 1.6622 1.7609 3.7852
H -1.6605 4.5293 3.7555
H -3.8939 4.6501 1.3744
O 0.0578 -4.1674 2.7410
S 0.2414 -2.8466 4.8763
H 0.3421 -0.1590 -5.7471
H 1.5181 3.5371 1.9712
C -1.7330 2.9366 1.5954
H -5.0766 4.6442 0.0660
H 4.1426 -0.9062 -2.5257
Se -1.5369 -1.6564 1.1128
C 4.0018 -3.4711 -1.4890
H -3.2226 4.8512 -1.6519
H 3.6798 -3.0838 1.1851
C 0.6119 -0.2791 -4.6959
H 1.4940 -5.1430 1.6026
C -2.4989 0.9733 0.5163
H 5.1847 -2.3414 0.6347
H -3.6417 1.8504 -1.9094
C 1.6161 -1.8213 -2.2759
C 4.3477 -0.9856 -1.4585
H 5.0779 -3.6307 -1.3942
H 0.3327 0.6312 -4.1626
H -4.9103 3.0690 -1.8118
H -1.6294 3.1877 4.9028
H 2.3454 -1.8550 -3.0748
C 0.3111 -2.7611 -4.8680
H 0.0751 -6.1211 2.0441
H 3.8545 -1.3303 1.2101
H -0.1942 -3.6414 -4.4672
H -2.0115 4.8614 -0.3693
H 0.2263 4.7407 2.0027
C 0.4133 -5.1329 1.7411
```